[1]
Computed, not measured: a molecular structure, C5H7NO in a non-equilibrium geometry, with wB97M-V/def2-TZVPD.

Geometry as XYZ:
```
14
Properties=species:S:1:pos:R:3
O 0.932 -1.575 -0.834
N 2.484 -0.143 0.383
C -0.827 0.931 0.250
C -1.177 -0.543 0.242
C 1.817 -0.909 -0.187
C -0.356 -0.563 -1.070
C -0.091 0.888 -0.870
H 0.475 1.621 -1.433
H 0.472 0.848 1.862
H -2.251 -0.755 0.234
H -0.738 -0.942 -2.016
H -0.680 -1.191 0.969
H -1.174 1.738 0.893
H 1.112 0.595 1.577
```

The calculation puts the HOMO-LUMO gap at 0.392 Ha. The value obtained for the energy above the lowest of the compared OMol25 structures with the same formula, charge and spin is 444.3 kJ/mol. The highest occupied orbital energy is -10.13 eV. The calculation puts the electronic energy at -8831.5975 eV.

natural (NBO) atomic charge list, values in e, 2 entries: -0.53, -0.48



[2]
Computed, not measured: 2 unconnected molecules or ions with the total composition C3H8N2O in a non-equilibrium geometry, with wB97M-V/def2-TZVPD.

Geometry as XYZ:
```
14
Properties=species:S:1:pos:R:3
O -2.018 -0.608 1.787
N -1.297 -1.954 -0.037
N 1.121 0.553 -0.768
C 0.195 1.698 -0.533
C -2.005 -1.737 1.122
C 2.369 0.805 -0.528
H 3.138 0.268 -1.154
H 0.306 2.020 0.523
H -0.527 -1.170 -0.138
H -2.603 -2.510 1.641
H -0.865 1.430 -0.687
H 2.655 1.560 0.216
H -0.838 -2.864 -0.203
H 0.370 2.509 -1.242
```

The calculation puts the HOMO-LUMO gap at 0.381 Ha. Its SMILES is C=NC.NC=O. The value obtained for the energy above the lowest of the compared OMol25 structures with the same formula, charge and spin is 269.7 kJ/mol. The highest occupied orbital energy is -9.61 eV. The calculation puts the electronic energy at -8266.5305 eV.

natural (NBO) atomic charge list, values in e, 2 entries: -0.63, -0.83



[3]
Computed, not measured: a molecular structure, C27H54Cl2GaO12S7 in a non-equilibrium geometry, with wB97M-V/def2-TZVPD.

Geometry as XYZ:
```
103
Properties=species:S:1:pos:R:3
Ga -1.014 0.938 -2.621
Cl 1.416 0.057 -0.713
Cl 1.335 0.528 -5.021
S -1.408 2.386 4.579
S 4.003 -0.104 7.686
S -4.804 -0.019 -0.527
S 2.044 4.870 -0.185
S -7.522 -5.039 -2.142
S 5.447 -3.008 -3.256
S -0.821 2.943 -1.445
O 5.032 -0.624 8.552
O -3.543 -0.162 -1.210
O 3.102 -0.970 6.970
O 2.466 3.882 -1.141
O -7.273 -6.043 -1.139
O 6.232 -1.858 -2.885
O -0.617 3.550 4.915
O -2.680 2.124 5.212
O 0.922 4.671 0.689
O -4.910 0.613 0.767
O -8.394 -3.914 -1.893
O 4.188 -3.313 -2.634
C -5.951 -4.441 -2.752
C 3.791 6.799 0.401
C -8.024 -5.855 -3.660
C -7.016 -0.351 -1.981
C 6.444 -3.757 -5.562
C -0.239 0.361 3.299
C -0.397 1.529 2.320
C 6.502 -4.461 -3.193
C -6.917 -5.574 -4.683
C -5.611 -5.379 -3.904
C 1.860 0.084 -2.422
C 6.619 -4.967 -4.636
C 2.490 7.451 -0.085
C 3.049 1.104 8.598
C -5.607 -1.616 -0.446
C 5.232 -2.998 -5.030
C 1.840 6.437 -1.021
C 0.914 0.442 -3.264
C -7.062 -1.331 -0.803
C -0.365 0.931 4.716
C 4.156 2.433 6.878
C 3.275 -0.253 -2.873
C 3.785 2.419 8.366
C 4.748 1.059 6.540
C 3.458 5.360 0.811
C -5.996 0.741 -1.635
C -1.607 2.318 2.805
H -1.590 -0.224 -1.746
H 2.374 6.379 -1.970
H -5.477 1.107 -2.518
H -0.828 0.220 5.398
H -7.149 -4.662 -5.237
H -6.099 -3.420 -3.107
H -8.118 -6.920 -3.452
H -1.956 1.276 -3.896
H 3.312 -1.208 -3.444
H 4.306 -3.527 -5.255
H 0.783 6.624 -1.195
H 7.333 -3.122 -5.512
H 4.285 4.681 0.617
H 3.676 0.514 -3.559
H -7.602 -2.247 -1.060
H -0.532 1.184 1.295
H 2.676 8.399 -0.591
H 4.514 0.757 5.522
H 6.303 -4.058 -6.600
H -8.983 -5.454 -3.981
H -6.462 1.572 -1.107
H 2.998 0.817 9.646
H 3.167 3.275 8.636
H 1.834 7.646 0.768
H 0.601 1.247 5.108
H -1.653 3.326 2.399
H -5.215 -4.457 -1.951
H -6.837 -6.385 -5.407
H 0.417 3.403 -1.729
H 3.257 2.603 6.281
H -2.535 1.785 2.595
H 6.050 -5.203 -2.539
H 0.495 2.159 2.348
H 4.235 7.352 1.230
H -5.481 -2.042 0.548
H 7.575 -5.467 -4.800
H 4.693 2.451 8.974
H 7.469 -4.156 -2.795
H -1.031 -0.371 3.125
H 4.519 6.791 -0.414
H -7.997 0.078 -2.187
H 3.971 -0.286 -2.020
H -5.137 -2.256 -1.192
H -5.267 -6.340 -3.513
H 3.166 5.300 1.859
H -6.694 -0.881 -2.882
H 2.048 1.131 8.166
H 5.830 -5.695 -4.836
H 4.860 3.231 6.645
H 5.174 -1.972 -5.388
H 5.826 1.038 6.696
H -7.570 -0.865 0.046
H 0.714 -0.152 3.165
H -4.821 -4.969 -4.532
```

The net charge is -1. The calculation puts the HOMO-LUMO gap at 0.218 Ha. The highest occupied orbital energy is -4.03 eV. The calculation puts the electronic energy at -206710.9708 eV.

Mulliken atomic charge list, values in e, 2 entries: 0.02, -0.12



[4]
Computed, not measured: a single C5H10O molecule, with wB97M-V/def2-TZVPD.

Geometry as XYZ:
```
16
Properties=species:S:1:pos:R:3
O -0.949 -2.169 1.838
C 0.181 1.120 -0.285
C -1.459 -2.067 0.748
C -0.960 -1.176 -0.365
C 1.480 1.892 -0.048
C 0.312 -0.384 -0.032
H 0.558 -0.551 1.023
H -2.374 -2.649 0.503
H 1.321 2.971 -0.160
H -0.828 -1.820 -1.246
H 1.153 -0.784 -0.611
H -0.603 1.522 0.373
H 2.259 1.600 -0.764
H -1.799 -0.512 -0.621
H -0.159 1.297 -1.314
H 1.869 1.709 0.961
```

The calculation puts the HOMO-LUMO gap at 0.403 Ha. Its SMILES is CCCCC=O. The value obtained for the energy above the lowest of the compared OMol25 structures with the same formula, charge and spin is 40.5 kJ/mol. The highest occupied orbital energy is -9.88 eV. The calculation puts the electronic energy at -7394.3453 eV.

natural (NBO) atomic charge list, values in e, 2 entries: -0.53, -0.39



> Which formula does entry 4 have?

C5H10O